Computed, not measured: an isolated ion of composition C12H16N and charge +1 in a non-equilibrium geometry, with ωB97M-V/def2-TZVPD.

- HOMO level (eV) = -12.550
- charge = +1
- LUMO energy (eV) = -4.3
- ΔE to the lowest compared entry with this formula, charge and spin (kJ/mol) = 121.63
- energy (Ha) = -521.27721
- structure (SMILES) = C/[NH+]=C/C=c1/ccccc1=C(C)C
- maximum force (eV/Å) = 4.00

XYZ file:
```
29
Properties=species:S:1:pos:R:3:forces:R:3
C -2.07700 0.91744 -0.59899 1.989 -2.295 -1.032
N -1.26125 0.78483 0.58459 0.887 -0.291 1.102
C -1.64052 -0.36472 1.39254 0.733 -2.461 -1.288
C -1.02245 -1.55185 1.16180 1.352 2.252 1.459
C 0.08968 -1.65113 0.20593 0.202 -0.302 -0.460
C 0.24632 -2.89903 -0.35391 0.262 -2.181 -0.480
C 0.91554 -3.06582 -1.57504 0.630 0.758 0.592
C 1.60538 -1.98714 -2.11048 -0.973 -0.497 -2.333
C 1.49308 -0.72414 -1.57801 -0.245 -1.218 1.855
C 0.81166 -0.57235 -0.35720 -0.484 0.097 -1.006
C 0.75015 0.71765 0.32552 -1.943 -0.717 1.614
C 1.12212 0.58843 1.81085 -1.024 3.748 0.126
C 1.00171 1.93608 -0.45757 0.446 -2.189 -2.479
H -2.46171 -0.04704 -0.82722 -0.042 -0.920 -0.595
H -2.89870 1.46795 -0.45639 -2.954 2.586 0.741
H -1.50557 1.28029 -1.42006 0.450 0.401 -0.672
H -1.47122 1.57947 1.16630 0.560 0.633 0.277
H -2.57332 -0.37158 1.91287 -0.335 0.568 0.604
H -1.07170 -2.38538 1.85699 -0.948 -0.071 -0.372
H -0.11064 -3.84202 0.15188 -0.199 1.372 -0.622
H 0.91840 -3.98755 -2.12357 0.027 -0.461 0.195
H 1.99341 -2.04843 -3.15881 0.050 -0.212 1.238
H 2.02680 0.01746 -2.09293 0.482 1.262 -0.215
H 1.24631 -0.42437 2.09389 -0.074 -0.685 0.504
H 0.28110 1.16783 2.37698 1.684 -1.367 -0.458
H 2.03564 1.19463 2.05415 -0.604 -0.697 -0.474
H 2.01256 2.15569 -0.28388 1.725 0.517 0.320
H 0.47312 2.80285 -0.19966 -1.051 1.053 0.194
H 0.99854 1.60600 -1.56402 -0.602 1.318 1.666
```
Forces are in eV/Å.

***

Computed, not measured: a 2-piece molecular cluster, C12H16N2O overall in a non-equilibrium geometry, with ωB97M-V/def2-TZVPD.

- HOMO level (eV) = -7.940
- LUMO energy (eV) = 0.7
- ΔE to the lowest compared entry with this formula, charge and spin (kJ/mol) = 333.50
- energy (Ha) = -651.51656
- structure (SMILES) = Cc1c[nH]c2ccccc12.CCC(N)=O
- maximum force (eV/Å) = 7.35

XYZ file:
```
31
Properties=species:S:1:pos:R:3:forces:R:3
C -0.80474 -0.53443 -2.66184 -3.293 -0.044 -3.568
C -0.65378 0.87335 -2.39516 1.059 3.593 2.202
C -0.56118 2.05622 -3.14118 -0.410 -3.927 0.903
N -0.23772 3.11762 -2.39564 0.809 2.208 2.777
C -0.08786 2.67494 -1.05192 -1.268 0.729 3.039
C 0.03638 3.36964 0.27885 0.157 0.007 -4.733
C -0.03098 2.57948 1.41161 0.356 3.165 2.195
C -0.16168 1.16561 1.41016 -1.345 1.546 1.238
C -0.38369 0.58361 0.16700 1.635 -5.045 5.086
C -0.41424 1.29298 -0.96227 0.564 1.738 -5.825
H -0.83096 -0.68895 -3.81952 -0.055 -0.160 2.049
H -1.79492 -0.84667 -2.21629 0.963 -0.148 -0.596
H -0.04536 -1.09291 -2.24416 1.650 -1.290 0.809
H -0.66039 2.07864 -4.17653 -0.136 0.430 -1.566
H -0.22226 4.12870 -2.68396 -0.040 -1.964 0.446
H 0.17496 4.49629 0.10893 -0.183 -1.708 1.375
H 0.02732 3.31516 2.37346 -0.130 -2.531 -1.889
H -0.38112 0.67033 2.43498 0.906 0.492 -2.112
H -0.20881 -0.62394 0.39692 -1.285 2.951 -1.854
C 1.27464 -3.04658 -0.02826 0.288 0.408 0.447
C 1.60778 -2.46032 1.37606 -3.176 0.488 -0.419
C 0.43921 -2.94566 2.28490 -0.294 -0.415 3.115
N -0.90573 -3.05251 1.86154 3.232 -1.220 4.655
O 0.66497 -3.24241 3.46970 -0.093 0.526 -1.830
H 2.10854 -3.36891 -0.61683 0.931 -0.642 0.268
H 0.94417 -2.28979 -0.67298 -1.286 1.154 -0.843
H 0.53736 -3.86297 0.03912 0.432 0.388 -0.109
H 2.48626 -2.89691 1.70049 1.571 -0.967 1.175
H 1.72019 -1.33499 1.60573 -0.357 -1.528 -1.161
H -1.60160 -3.09874 2.60038 0.459 -0.023 -0.368
H -1.12813 -2.75392 1.02364 -1.659 1.793 -4.906
```
Forces are in eV/Å.

***

Computed, not measured: a single C12H16N2O4 molecule in a non-equilibrium geometry, with ωB97M-V/def2-TZVPD.

- HOMO level (eV) = -8.746
- LUMO energy (eV) = 0.4
- ΔE to the lowest compared entry with this formula, charge and spin (kJ/mol) = 278.04
- energy (Ha) = -877.29256
- structure (SMILES) = C[C@H](NC(=O)[C@@H](N)Cc1ccc(O)cc1)C(=O)O
- maximum force (eV/Å) = 5.44

XYZ file:
```
34
Properties=species:S:1:pos:R:3:forces:R:3
C -0.05774 1.10220 -2.44794 -0.760 0.600 0.813
C 0.08170 -0.44427 -2.14637 0.434 2.282 1.610
N 0.94337 -0.58381 -0.94691 2.158 2.864 -0.659
C 0.93339 -1.54543 -0.06672 -0.813 -4.044 1.453
O 0.49186 -2.71007 -0.33778 0.255 2.201 0.112
C 1.45929 -1.31078 1.38241 -1.592 1.952 -0.979
N 2.39999 -0.19141 1.46702 2.788 -2.194 -0.218
C 0.19755 -1.10129 2.38297 3.207 -0.724 0.119
C -0.47918 0.16662 2.13320 1.192 1.594 -0.437
C -1.50829 0.10110 1.24827 -2.205 -2.714 0.067
C -2.28647 1.21879 0.94640 0.624 0.956 0.434
C -1.90665 2.44993 1.52908 -2.221 -0.370 -0.274
O -2.73583 3.57615 1.47321 -1.877 -1.733 -1.933
C -0.79943 2.51862 2.37403 -3.297 1.838 -2.458
C -0.05439 1.47819 2.55237 2.057 -4.647 1.036
C 0.70289 -1.22512 -3.24265 3.192 0.486 -4.380
O 1.36352 -0.76130 -4.21052 -2.598 -0.276 2.870
O 0.68843 -2.52783 -3.09673 -0.033 -0.687 2.686
H 0.94767 1.63133 -2.36255 -1.198 -0.861 -0.518
H -0.71345 1.60349 -1.62993 1.006 -1.037 -1.263
H -0.56102 1.31805 -3.44785 0.956 -0.461 1.287
H -0.78871 -0.86808 -1.66353 -0.977 -0.235 -1.170
H 1.73882 0.07492 -0.81315 -1.253 -0.350 -0.211
H 1.85375 -2.25608 1.65225 0.982 -0.626 0.390
H 2.07949 0.70588 1.12852 0.073 -0.214 -0.099
H 3.39263 -0.51467 1.10407 -2.847 1.413 0.854
H 0.68877 -1.14969 3.39619 -0.748 -0.124 -0.879
H -0.43940 -1.95773 2.16529 -0.101 0.046 0.473
H -1.86072 -1.04582 1.03550 0.602 3.180 -0.086
H -3.20210 1.08310 0.38740 -0.035 0.313 -0.147
H -3.58856 3.30688 0.91950 2.754 0.920 1.766
H -0.59942 3.36531 2.91229 0.444 2.373 0.826
H 0.81146 1.72039 3.14016 0.499 -0.990 0.451
H 0.67754 -2.65762 -2.06070 -0.669 -0.732 -1.533
```
Forces are in eV/Å.

***

Computed, not measured: a single C12H16N2O5 molecule in a non-equilibrium geometry, with ωB97M-V/def2-TZVPD.

- HOMO level (eV) = -8.451
- LUMO energy (eV) = 0.4
- ΔE to the lowest compared entry with this formula, charge and spin (kJ/mol) = 434.74
- energy (Ha) = -952.51687
- structure (SMILES) = N[C@@H](Cc1ccc(O)cc1)C(=O)N[C@@H](CO)C(=O)O
- maximum force (eV/Å) = 9.56

XYZ file:
```
35
Properties=species:S:1:pos:R:3:forces:R:3
N 1.42719 -1.86387 -2.53900 -0.670 -1.393 0.727
C 1.33519 -1.40777 -1.13299 -1.079 -0.633 1.219
C 1.99746 -0.02737 -0.96414 1.262 -1.449 1.328
C 1.96328 0.43402 0.51305 0.875 1.154 -1.180
C 2.24872 -0.36377 1.60424 0.813 -1.674 -0.019
C 2.44447 0.07773 2.91989 0.421 -0.797 -0.204
C 2.17216 1.38074 3.15128 -2.981 1.899 -2.214
O 2.11717 1.82612 4.40760 0.313 0.499 1.534
C 1.62055 2.20757 2.06674 2.491 1.155 1.391
C 1.76237 1.82144 0.73616 -1.515 0.906 0.679
C -0.23646 -1.11222 -0.77152 2.671 -3.847 -8.330
O -0.63624 -0.55010 0.14069 -1.213 1.697 7.082
N -1.09165 -1.38205 -1.84824 0.601 0.215 0.984
C -2.43426 -0.63367 -1.77104 0.672 -0.802 -1.469
C -3.43419 -1.05149 -0.66075 2.343 -0.744 1.104
O -3.34729 -2.44092 -0.43668 -0.215 -0.426 0.361
C -2.22875 0.89213 -1.60329 -1.810 -0.001 -2.009
O -2.85755 1.59198 -2.34120 -0.591 0.657 -1.347
O -1.55085 1.45084 -0.64478 0.248 -0.714 1.829
H 2.36334 -1.79048 -2.84466 1.302 0.841 -0.434
H 1.33855 -2.89271 -2.62407 -0.512 0.668 0.460
H 1.78792 -2.17064 -0.36840 -0.896 1.377 -1.354
H 3.03889 -0.09236 -1.40054 -0.843 0.127 0.712
H 1.49377 0.72372 -1.50813 -0.755 0.664 -0.920
H 2.38097 -1.45447 1.46574 -0.006 0.747 -0.137
H 2.78157 -0.54137 3.77942 -0.414 0.216 -0.987
H 1.45810 2.52258 4.50974 0.246 0.022 -0.193
H 1.47560 3.31630 2.32605 -0.063 -1.740 -0.432
H 1.50963 2.67188 -0.01635 0.539 -2.169 0.902
H -0.56386 -1.68307 -2.72816 -1.565 0.950 1.405
H -2.92822 -0.90681 -2.74302 0.621 0.979 0.780
H -3.14021 -0.45793 0.21524 -0.218 -0.421 0.320
H -4.47091 -0.83593 -0.79730 -0.503 0.293 -0.957
H -2.47596 -2.70649 -0.10041 -0.342 0.462 -0.227
H -1.46307 0.69188 0.01480 0.775 1.281 -0.403
```
Forces are in eV/Å.